Record 1
Below is one molecule with the formula CH3F2OPS, with properties calculated with the ωB97M-V functional and the def2-TZVPD basis.

Calculated values
Electronic energy ... -1054.5031 Eh
LUMO ... 0.6 eV
Total charge ... 0
E_HOMO ... -0.3693 Eh
Strongest force on any atom ... 5.16 eV/Å
SMILES ... COP(F)(F)=S
Energy relative to the best compared isomer or geometry (same formula, charge and spin) ... 0.125 eV
Molecular weight ... 132.07 g/mol

Atoms and positions in Å:
S (0.7580, 3.3764, -2.8677)
P (0.7456, 1.5672, -2.2474)
F (0.1909, 0.3646, -3.1638)
F (2.1273, 0.8979, -1.7752)
O (-0.1758, 1.5075, -0.8201)
C (-0.0085, 0.2321, -0.0967)
H (-1.0261, 0.0617, 0.1651)
H (0.5044, 0.6423, 0.7160)
H (0.4600, -0.6154, -0.5164)



Record 2
Below is CH3F2OPS as an isolated structure, with properties calculated with the ωB97M-V functional and the def2-TZVPD basis.

Calculated values
Electronic energy ... -1054.4282 Eh
LUMO ... -1.0 eV
Total charge ... 0
E_HOMO ... -0.3896 Eh
Strongest force on any atom ... 4.52 eV/Å
Energy relative to the best compared isomer or geometry (same formula, charge and spin) ... 2.164 eV
Molecular weight ... 132.07 g/mol

Atoms and positions in Å:
S (1.5424, 1.7492, 0.0760)
P (1.4723, -0.1558, 0.0527)
F (2.3158, -1.0384, 1.0796)
F (2.0372, -0.8812, -1.2838)
O (-0.5477, -0.8979, 0.2799)
C (-1.5142, 0.1061, -0.0280)
H (-2.3839, -0.1329, 0.4211)
H (-1.7500, 0.1687, -1.0367)
H (-1.1720, 1.0821, 0.4392)



Q: Which value of total charge does entry 2 give?
A: 0



Q: The lowest E_HOMO belongs to which entry?
A: number 2



Please write out number 2 again, unchanged.
Below is CH3F2OPS as an isolated structure, with properties calculated with the ωB97M-V functional and the def2-TZVPD basis.

Calculated values
Electronic energy ... -1054.4282 Eh
LUMO ... -1.0 eV
Total charge ... 0
E_HOMO ... -0.3896 Eh
Strongest force on any atom ... 4.52 eV/Å
Energy relative to the best compared isomer or geometry (same formula, charge and spin) ... 2.164 eV
Molecular weight ... 132.07 g/mol

Atoms and positions in Å:
S (1.5424, 1.7492, 0.0760)
P (1.4723, -0.1558, 0.0527)
F (2.3158, -1.0384, 1.0796)
F (2.0372, -0.8812, -1.2838)
O (-0.5477, -0.8979, 0.2799)
C (-1.5142, 0.1061, -0.0280)
H (-2.3839, -0.1329, 0.4211)
H (-1.7500, 0.1687, -1.0367)
H (-1.1720, 1.0821, 0.4392)